No. 1
112
Properties=species:S:1:pos:R:3:forces:R:3 method="wB97M-V/def2-TZVPD" homo_lumo_gap_ev=2.557 total_charge=-1 relative_energy_kcal_mol=3.9 spin_multiplicity=1 homo_ha=-0.123
Ba 0.0517 -0.3882 -0.2601 -0.2 0.5 0.0
S -2.8144 -0.7280 0.8811 0.1 -0.1 0.1
C -2.6580 -1.6727 2.3403 0.0 0.1 0.0
C -3.9172 -2.0632 2.9245 0.0 0.0 0.0
N -4.9383 -2.3659 3.3645 0.0 0.0 0.0
C -1.5198 -2.0600 2.9871 0.0 0.0 0.1
S 0.1350 -1.7548 2.5089 0.1 -0.1 0.0
C -1.6423 -2.8205 4.2023 0.0 0.0 0.0
N -1.6834 -3.4205 5.1865 0.0 0.0 0.0
F 5.7193 0.0100 3.9963 0.0 0.0 0.0
C 5.5953 -0.9591 3.0604 0.0 0.0 0.0
C 4.5937 -0.8979 2.1380 0.0 0.0 0.0
C 4.5010 -1.8753 1.1498 -0.1 -0.1 0.1
C 3.3192 -1.7964 0.2626 0.0 -0.1 0.0
O 2.5541 -0.8518 0.4251 0.0 0.1 -0.1
C 3.2088 -2.8485 -0.7104 0.0 0.0 0.0
C 4.2048 -3.7593 -0.7687 0.0 0.0 0.0
N 5.2989 -3.8476 0.0553 0.0 0.0 0.0
C 6.2149 -4.9249 -0.2582 0.0 0.0 0.0
C 7.6988 -4.8889 -0.0812 0.0 0.0 0.0
C 6.8499 -5.8560 0.7262 0.0 0.0 0.0
C 5.4372 -2.9175 1.0757 0.0 0.0 0.0
C 6.4169 -2.9847 2.0793 0.0 0.0 0.0
C 6.4913 -2.0242 3.0715 0.0 0.0 0.0
N 7.4621 -2.1850 4.1067 0.0 -0.1 0.0
C 8.8576 -1.9353 3.8076 0.0 0.0 0.0
C 9.6807 -2.9945 4.5711 0.0 0.0 0.0
N 8.7906 -3.5475 5.6498 0.0 0.0 0.0
C 8.1309 -2.4361 6.4117 0.0 0.0 0.0
C 7.1237 -1.7631 5.4556 0.0 0.0 0.0
C 2.0547 -3.0366 -1.7165 0.0 -0.1 0.0
O 2.2881 -3.7927 -2.6634 0.0 0.0 0.0
O 0.9859 -2.4307 -1.4444 0.2 0.0 -0.2
H 3.8505 -0.1092 2.1651 0.0 0.0 0.0
H 4.1299 -4.5043 -1.5513 0.0 0.0 0.0
H 5.8855 -5.4003 -1.1689 0.0 0.0 0.0
H 8.1400 -4.0413 0.4197 0.0 0.0 0.0
H 8.2976 -5.2831 -0.8899 0.0 0.0 0.0
H 6.7055 -5.6780 1.7814 0.0 0.0 0.0
H 6.8729 -6.9027 0.4581 0.0 0.0 0.0
H 7.1082 -3.8082 2.1459 0.0 0.0 0.0
H 9.1666 -0.9243 4.1037 0.0 0.0 0.0
H 9.0296 -2.0341 2.7390 0.0 0.0 0.0
H 10.5654 -2.5845 5.0542 0.0 0.0 0.0
H 9.9687 -3.8317 3.9378 0.0 0.0 0.0
H 9.2979 -4.1828 6.2616 0.0 0.0 0.0
H 8.0413 -4.0559 5.1700 0.0 0.0 0.0
H 8.9268 -1.7624 6.7239 0.0 0.0 0.0
H 7.6538 -2.8541 7.2946 0.0 0.0 0.0
H 7.1723 -0.6814 5.6032 0.0 0.0 0.0
H 6.1063 -2.0840 5.6753 0.0 0.0 0.0
F 2.2435 5.2647 6.2010 0.0 0.0 0.0
C 2.0617 4.8189 4.9548 0.0 0.0 0.0
C 2.0556 5.7065 3.8986 0.0 0.0 0.0
F 2.2346 7.0111 4.1286 0.0 0.0 0.0
C 1.8806 5.2330 2.6097 0.0 0.0 0.0
F 1.9058 6.1605 1.6436 0.1 0.0 0.0
C 1.6981 3.8869 2.3255 0.0 0.0 0.0
P 1.4972 3.1597 0.6200 0.0 0.1 0.0
C 3.2544 3.2699 0.0833 0.0 0.0 0.0
C 3.9173 2.0606 -0.1085 -0.1 0.0 0.0
C 5.2617 2.0376 -0.4562 0.0 0.0 0.0
C 5.9550 3.2251 -0.6287 0.0 0.0 0.0
C 5.2985 4.4376 -0.4562 0.0 0.0 0.0
C 3.9581 4.4607 -0.1023 0.0 -0.1 0.0
C 0.6433 4.5141 -0.2565 0.0 0.0 0.0
C -0.5270 5.0242 0.3049 0.0 0.0 0.0
C -1.2910 5.9528 -0.3821 0.0 0.0 0.0
C -0.9081 6.3645 -1.6520 0.0 0.0 0.0
C 0.2390 5.8422 -2.2293 0.0 0.0 0.0
C 1.0127 4.9219 -1.5346 0.0 0.0 0.0
C 1.6905 3.0089 3.4179 0.1 0.0 0.0
Br 1.3705 1.1549 3.2091 -0.2 -0.1 0.1
C 1.8792 3.4710 4.7089 0.0 0.0 0.0
F 1.8897 2.6412 5.7577 0.0 0.0 0.0
H 3.3659 1.1328 -0.0107 0.0 0.1 0.0
H 5.7579 1.0874 -0.6157 0.0 0.0 0.0
H 6.9996 3.2103 -0.9155 0.0 0.0 0.0
H 5.8294 5.3695 -0.6068 0.0 0.0 0.0
H 3.4552 5.4087 0.0120 -0.1 0.1 0.0
H -0.8480 4.6888 1.2860 0.0 0.0 0.0
H -2.1962 6.3413 0.0674 0.0 0.0 0.0
H -1.5146 7.0750 -2.1993 0.0 0.0 0.0
H 0.5241 6.1242 -3.2345 0.0 0.0 0.0
H 1.8916 4.5036 -2.0059 0.0 0.0 0.0
N 0.7757 4.1453 -5.5643 0.0 0.0 0.0
C 0.4881 3.2754 -4.8508 0.1 0.0 0.0
N 0.0902 2.2605 -4.1099 -0.1 -0.1 0.0
C 0.7324 1.9525 -3.0287 0.1 0.3 0.0
N 1.2656 1.6397 -2.0359 -0.1 -0.3 0.1
C -1.5913 -1.2818 -6.4257 0.0 0.0 0.0
N -0.5370 -2.0171 -5.7346 0.0 0.0 0.0
C -1.0744 -3.3007 -5.2890 0.0 0.0 0.0
N -2.2793 -3.1917 -4.4685 0.0 0.0 0.0
C -3.2739 -2.4202 -5.2051 0.0 0.0 0.0
N -2.8164 -1.1041 -5.6464 0.0 0.0 0.0
C -2.5874 -0.2103 -4.5043 0.0 0.0 0.0
P -1.2994 -0.8394 -3.3253 0.0 -0.1 0.0
C -0.0106 -1.2477 -4.6008 0.0 0.0 0.0
C -1.9750 -2.5662 -3.1750 0.0 0.0 0.0
H -1.8507 -1.8379 -7.3319 0.0 0.0 0.0
H -1.2096 -0.2998 -6.7130 0.0 0.0 0.0
H -0.3043 -3.8267 -4.7219 0.0 0.0 0.0
H -1.3261 -3.8865 -6.1788 0.0 0.0 0.0
H -4.1604 -2.2952 -4.5795 0.0 0.0 0.0
H -3.5522 -2.9919 -6.0959 0.0 0.0 0.0
H -3.5275 -0.0705 -3.9643 0.0 0.0 0.0
H -2.2657 0.7679 -4.8676 0.0 0.0 0.0
H 0.7789 -1.8240 -4.1121 0.0 0.0 0.0
H 0.4212 -0.3147 -4.9666 0.0 0.0 0.0
H -2.8765 -2.5449 -2.5573 0.0 0.0 0.0
H -1.2311 -3.1685 -2.6492 0.0 0.0 0.0


No. 2
67
Properties=species:S:1:pos:R:3:forces:R:3 method="wB97M-V/def2-TZVPD" homo_lumo_gap_ev="5.261 / 8.395" total_charge=+1 spin_multiplicity=2 homo_ha="-0.303 / -0.423"
Zn -0.5506 0.8802 -0.9242 0.4 -0.7 0.1
C -0.3834 1.0211 -4.4536 -0.1 0.0 0.0
C -1.7592 0.8008 -3.8940 0.0 0.0 0.2
C -2.7994 0.4120 -4.7347 0.0 0.0 -0.1
C -4.0676 0.2570 -4.2229 -0.1 0.0 -0.1
C -4.2971 0.5372 -2.8843 -0.2 0.0 0.0
C -3.2357 0.9251 -2.0998 0.2 0.1 0.2
N -1.9747 1.0102 -2.5867 -0.1 0.0 -0.1
C -3.4069 1.3197 -0.6642 0.1 -0.1 -0.3
C -4.5989 1.3871 0.0324 -0.1 0.0 0.0
C -4.5530 1.7919 1.3625 -0.1 0.0 0.0
C -3.3441 2.1090 1.9602 0.0 0.0 0.2
C -2.1931 2.0092 1.1939 0.3 0.1 0.1
N -2.2680 1.6443 -0.0723 0.0 0.1 -0.2
C -0.8008 2.3201 1.6406 -0.1 -0.1 -0.2
C -0.5048 2.6772 2.9403 -0.1 0.0 0.1
C 0.7923 3.0358 3.2501 0.1 0.0 0.1
C 1.7385 3.0711 2.2436 0.1 0.1 0.1
C 1.3868 2.6967 0.9547 -0.2 -0.1 -0.2
C 2.3853 2.8066 -0.1665 -0.1 0.0 0.1
N 0.1387 2.2754 0.6742 0.2 0.2 0.1
H -0.4508 1.5070 -5.4271 0.0 0.0 0.0
H 0.2107 1.6503 -3.7941 0.0 0.0 0.0
H 0.1417 0.0742 -4.5845 0.0 0.0 0.0
H -2.5977 0.2440 -5.7850 0.0 0.0 0.0
H -4.8839 -0.0550 -4.8627 0.0 0.0 0.0
H -5.2913 0.4598 -2.4673 0.0 0.0 0.0
H -5.5436 1.1431 -0.4333 0.0 0.0 0.0
H -5.4702 1.8650 1.9325 0.0 0.0 0.0
H -3.3070 2.4228 2.9946 0.0 0.0 -0.1
H -1.2752 2.6751 3.6987 0.0 0.0 0.0
H 1.0587 3.3071 4.2640 0.0 0.0 0.0
H 2.7472 3.4116 2.4428 0.0 0.0 0.0
H 2.9293 3.7483 -0.0809 0.0 0.0 0.0
H 3.1234 2.0011 -0.1543 0.0 0.0 0.0
H 1.8899 2.7748 -1.1318 0.0 0.0 0.0
C -0.7183 -4.4125 -1.4601 0.0 0.0 0.0
C -0.3476 -3.3270 -2.4670 -0.1 0.0 0.0
C 1.1490 -3.0779 -2.5548 0.1 0.0 0.1
N 1.6795 -2.5876 -1.2795 0.1 -0.2 -0.2
C 1.8429 -1.3389 -0.9521 -0.5 0.1 0.3
S 1.5466 -0.0316 -2.0230 0.0 0.2 0.0
N 2.2307 -1.0584 0.3414 0.3 0.0 -0.2
C 2.4475 -1.9633 1.3789 -0.1 0.0 0.1
O 2.2379 -3.1517 1.2466 0.1 0.0 -0.1
C 2.9217 -1.3865 2.6697 -0.1 0.0 -0.2
C 3.5767 -0.1636 2.7660 0.1 0.1 0.0
C 4.0104 0.2950 4.0015 0.0 0.0 0.0
C 3.7819 -0.4629 5.1423 0.0 0.0 0.0
C 3.1320 -1.6880 5.0467 0.0 0.0 0.0
C 2.7110 -2.1521 3.8121 -0.1 0.0 0.1
H -1.7893 -4.6172 -1.4822 0.0 0.0 0.0
H -0.4707 -4.1092 -0.4392 0.0 0.0 0.0
H -0.1965 -5.3501 -1.6749 0.0 0.1 0.0
H -0.8350 -2.3863 -2.1925 0.0 0.0 0.0
H -0.6913 -3.5994 -3.4680 0.0 0.0 0.0
H 1.3813 -2.3501 -3.3256 0.1 0.0 0.0
H 1.6861 -4.0004 -2.7774 0.0 0.0 0.0
H 1.8214 -3.2486 -0.5166 0.0 -0.1 0.0
H 2.3107 -0.0754 0.5402 0.0 0.0 0.0
H 3.8067 0.4250 1.8833 0.0 0.0 0.0
H 4.5418 1.2362 4.0726 0.0 0.0 0.0
H 4.1205 -0.1030 6.1061 0.0 0.0 0.0
H 2.9631 -2.2853 5.9338 0.0 0.0 0.0
H 2.2115 -3.1072 3.7142 0.0 0.0 0.0
S -1.1403 -1.2153 1.6592 0.0 0.0 0.0
C -0.9075 -0.9239 0.1375 0.0 0.3 0.0


No. 3
80
Properties=species:S:1:pos:R:3:forces:R:3 method="wB97M-V/def2-TZVPD" homo_lumo_gap_ev=6.681 total_charge=+2 spin_multiplicity=1 homo_ha=-0.527
In -0.2012 -0.0261 -0.2499 1.9 0.0 1.6
P -0.2800 2.4894 -0.2168 0.2 1.6 -0.5
C -0.6696 0.0931 2.2309 -1.6 0.1 4.3
O -1.0123 0.1286 3.3284 1.3 -0.1 -3.9
P -0.3055 -2.5185 -0.0630 -0.1 -1.7 -0.5
C -0.2545 3.3531 1.3872 0.1 -0.9 0.3
C -1.7685 3.0660 -1.0703 -0.2 -0.5 0.2
C 1.1908 3.0512 -1.1255 0.0 -0.5 -0.5
C 1.3156 -3.2785 -0.3569 0.3 0.6 0.0
C -0.9145 -3.2565 1.4851 -0.4 0.8 0.3
C -1.4537 -3.0068 -1.3780 0.1 0.5 -0.3
C 0.8432 4.1472 1.7434 -0.1 0.1 -0.1
C 0.8301 4.8392 2.9546 -0.4 -0.3 -0.1
C -0.2709 4.7040 3.8156 0.2 -0.1 -0.4
C -1.3479 3.8701 3.4823 0.1 -0.1 -0.2
C -1.3287 3.1692 2.2755 0.1 0.4 0.0
H 1.6880 4.2313 1.0625 -0.2 0.1 0.2
H 1.6775 5.4764 3.2064 -0.3 -0.2 0.0
H -0.2776 5.2513 4.7528 -0.1 -0.1 -0.1
H -2.2056 3.7729 4.1532 0.4 0.0 -0.2
H -2.1545 2.5175 1.9881 0.0 0.2 0.2
C 2.4526 2.5277 -0.8023 -0.1 -0.2 0.5
C 3.5954 2.9678 -1.4523 -0.2 0.4 -0.3
C 3.4629 3.9362 -2.4615 -0.4 -0.1 0.2
C 2.1939 4.4210 -2.8308 0.2 -0.1 0.1
C 1.0465 3.9583 -2.1872 0.1 -0.1 0.5
H 2.5404 1.7652 -0.0232 0.0 0.5 -0.3
H 4.5669 2.5668 -1.1435 -0.4 0.2 -0.3
H 4.3538 4.3136 -2.9530 -0.2 0.0 0.0
H 2.0889 5.1794 -3.6080 0.1 -0.3 0.2
H 0.0427 4.3018 -2.4423 0.4 0.1 -0.1
C -2.2379 4.3554 -0.7690 0.0 -0.2 -0.3
C -3.3599 4.8502 -1.4323 0.2 -0.5 -0.2
C -4.0124 4.0296 -2.3682 0.2 0.0 0.1
C -3.5689 2.7242 -2.6452 0.2 0.1 0.2
C -2.4406 2.2296 -1.9833 -0.1 0.6 0.2
H -1.7117 4.9560 -0.0286 -0.2 0.0 -0.2
H -3.6970 5.8676 -1.2143 0.0 -0.5 -0.2
H -4.8807 4.4203 -2.8931 0.1 -0.1 0.1
H -4.0921 2.0988 -3.3764 0.2 0.3 0.3
H -2.0757 1.2108 -2.1639 -0.2 0.3 -0.1
C -2.1441 -3.9339 1.5112 0.2 0.0 -0.1
C -2.5793 -4.5257 2.6965 0.3 0.1 0.1
C -1.8047 -4.3976 3.8619 0.0 0.1 -0.4
C -0.6047 -3.6686 3.8528 -0.2 0.0 -0.3
C -0.1739 -3.0757 2.6648 0.0 -0.3 0.0
H -2.7231 -4.0134 0.5917 0.0 -0.1 0.3
H -3.5105 -5.0967 2.6959 0.3 0.2 0.1
H -2.1404 -4.8714 4.7802 0.1 0.1 -0.1
H -0.0012 -3.5753 4.7609 -0.3 0.0 -0.4
H 0.7463 -2.4965 2.6315 0.0 -0.2 0.1
C 2.3299 -2.5917 -1.0491 -0.2 -0.3 0.0
C 3.5648 -3.2009 -1.2467 -0.1 -0.2 0.0
C 3.7770 -4.5093 -0.7863 -0.4 0.1 0.1
C 2.7674 -5.1981 -0.0885 -0.1 0.4 -0.2
C 1.5429 -4.5700 0.1470 0.0 0.1 0.0
H 2.1593 -1.5859 -1.4338 0.1 -0.3 0.1
H 4.3504 -2.6376 -1.7614 -0.3 -0.4 0.2
H 4.7336 -4.9916 -0.9742 -0.2 0.1 0.1
H 2.9108 -6.2192 0.2709 0.1 0.4 -0.1
H 0.7492 -5.0694 0.7054 0.3 0.0 -0.1
C -1.1458 -4.1295 -2.1591 -0.3 0.1 0.3
C -2.0490 -4.5426 -3.1375 -0.3 0.5 0.1
C -3.2211 -3.7909 -3.3468 0.2 -0.2 0.1
C -3.4995 -2.6302 -2.6077 0.2 -0.1 0.2
C -2.5996 -2.2219 -1.6222 0.3 -0.6 -0.2
H -0.2194 -4.6720 -1.9619 -0.3 0.1 -0.2
H -1.8384 -5.4482 -3.7112 -0.2 0.4 0.1
H -3.9313 -4.1208 -4.1000 0.1 0.1 0.1
H -4.4166 -2.0537 -2.7734 0.4 -0.3 -0.1
H -2.7791 -1.3062 -1.0460 -0.1 -0.3 -0.1
H 3.1003 -0.0980 -3.5719 -0.3 0.0 -0.2
H 2.4954 -0.1113 -4.0230 0.3 0.0 0.2
F 1.7791 -0.5749 3.4752 0.6 0.5 -0.5
C 2.6006 0.2984 2.7935 0.0 0.4 1.2
F 1.8846 1.4710 2.6848 0.5 -0.8 0.0
F 3.6620 0.5469 3.5782 -1.0 -0.4 -1.0
C 2.9195 -0.2626 1.3748 1.2 -0.2 0.0
O 4.0352 -0.6597 1.1163 -0.9 0.4 0.3
O 1.9061 -0.2200 0.5805 -1.6 0.2 -0.4